{"formula": "C25H31O3Si", "method": "wB97M-V/def2-TZVPD", "lumo_energy_ev": -5.0720, "gap_ev": 5.1835, "total_charge": 1, "homo_energy_ev": -10.26, "relative_energy_kcal_mol": 69.9, "e_tot_ev": -40439.5125, "fmax_ev_per_a": 4.34, "symbols": ["C", "Si", "C", "C", "O", "C", "C", "C", "C", "C", "H", "H", "H", "H", "H", "H", "H", "H", "H", "H", "H", "H", "H", "H", "H", "H", "C", "C", "C", "C", "O", "C", "C", "C", "C", "C", "C", "C", "C", "O", "C", "C", "C", "C", "C", "H", "H", "H", "H", "H", "H", "H", "H", "H", "H", "H", "H", "H", "H", "H"], "coordinates": [[2.82, -3.86, 0.77], [2.37, -2.35, 1.74], [0.59, -1.91, 2.02], [3.39, -2.21, 3.28], [2.85, -1.10, 0.63], [2.38, 0.13, 0.54], [1.27, 0.46, -0.46], [1.71, 1.71, -1.07], [2.98, 2.26, -0.36], [3.51, 1.14, 0.53], [2.22, -4.69, 1.17], [2.65, -3.78, -0.31], [3.88, -4.11, 0.92], [0.14, -2.67, 2.66], [0.49, -0.93, 2.53], [0.01, -1.88, 1.08], [2.84, -2.81, 4.03], [4.39, -2.64, 3.16], [3.49, -1.19, 3.67], [1.46, -0.37, -1.19], [1.97, 1.35, -2.04], [0.95, 2.46, -1.18], [3.76, 2.53, -1.07], [2.80, 3.15, 0.26], [3.77, 1.46, 1.55], [4.39, 0.65, 0.09], [-1.97, -3.03, -5.21], [-0.63, -2.59, -4.61], [-1.03, -1.77, -3.42], [-2.44, -1.80, -3.32], [-3.05, -2.51, -4.31], [-3.10, -1.10, -2.32], [-2.33, -0.40, -1.41], [-0.92, -0.35, -1.43], [-0.22, 0.47, -0.36], [-1.08, 1.63, 0.19], [-0.85, 1.95, 1.54], [-1.77, 2.73, 2.24], [-2.89, 3.27, 1.56], [-3.72, 4.01, 2.36], [-3.17, 3.96, 3.73], [-1.86, 3.14, 3.66], [-3.09, 3.08, 0.20], [-2.17, 2.28, -0.48], [-0.26, -1.04, -2.50], [-2.16, -2.61, -6.20], [-2.09, -4.12, -5.27], [-0.04, -3.47, -4.32], [-0.08, -2.01, -5.35], [-4.16, -1.11, -2.25], [-2.87, 0.14, -0.66], [0.21, -0.09, 0.62], [-0.02, 1.50, 2.09], [-3.00, 4.99, 4.08], [-3.91, 3.49, 4.39], [-1.92, 2.28, 4.35], [-1.00, 3.76, 3.96], [-3.96, 3.48, -0.28], [-2.36, 2.09, -1.54], [0.83, -1.02, -2.69]], "mulliken_charge": [-1.0453, 0.2582, -0.6852, -1.0481, -0.3518, 0.4714, 0.9926, -1.1123, -0.7516, -0.7239, 0.3723, 0.3117, 0.3275, 0.5626, 0.2233, 0.2311, 0.3713, 0.3300, 0.3292, -0.2244, 0.3441, 0.6008, 0.3420, 0.2796, 0.3727, 0.3278, -0.3995, -0.5992, 0.2057, 0.1058, -0.5454, -1.5282, -0.9610, 0.7958, 2.6405, -0.0057, -0.4277, 0.3973, 0.0690, -0.5312, -0.3765, -0.6014, -1.6200, -0.0874, -0.2861, 0.2661, 0.2776, 0.2607, 0.2819, 0.4894, 0.7462, -1.8895, 0.3440, 0.2835, 0.2723, 0.2666, 0.2428, 0.4633, 0.8147, 0.5298]}

{"formula": "C25H32BCl45FN2O3", "method": "wB97M-V/def2-TZVPD", "lumo_energy_ev": -4.1640, "gap_ev": 7.6372, "total_charge": 1, "homo_energy_ev": -11.80, "e_tot_ev": -602451.0344, "fmax_ev_per_a": 8.90, "symbols": ["C", "C", "N", "C", "N", "F", "C", "B", "O", "O", "C", "C", "C", "C", "O", "C", "C", "H", "H", "H", "H", "H", "H", "H", "H", "H", "H", "H", "H", "H", "H", "H", "H", "H", "C", "Cl", "Cl", "Cl", "H", "C", "Cl", "Cl", "Cl", "H", "C", "Cl", "Cl", "Cl", "H", "C", "Cl", "Cl", "Cl", "H", "C", "Cl", "Cl", "Cl", "H", "C", "Cl", "Cl", "Cl", "H", "C", "Cl", "Cl", "Cl", "H", "C", "Cl", "Cl", "Cl", "H", "C", "Cl", "Cl", "Cl", "H", "C", "Cl", "Cl", "Cl", "H", "C", "Cl", "Cl", "Cl", "H", "C", "Cl", "Cl", "Cl", "H", "C", "Cl", "Cl", "Cl", "H", "C", "Cl", "Cl", "Cl", "H", "C", "Cl", "Cl", "Cl", "H"], "coordinates": [[-6.07, -2.76, 3.92], [-4.88, -1.97, 3.49], [-4.13, -0.95, 4.33], [-4.67, 0.27, 5.09], [-3.55, 1.06, 5.78], [-3.63, 2.19, 6.52], [-2.28, 0.29, 5.41], [-0.73, 0.67, 5.81], [-0.21, 0.91, 7.17], [0.23, 0.82, 4.67], [-0.10, 2.12, 4.01], [0.86, 2.46, 2.72], [-2.63, -1.04, 4.48], [-1.51, -2.10, 3.92], [-1.88, -2.81, 2.68], [-2.31, -4.20, 2.96], [-3.21, -4.74, 1.68], [-6.24, -3.17, 5.02], [-6.89, -2.99, 3.08], [-4.45, -2.20, 2.41], [-5.82, 0.61, 5.14], [0.31, 1.78, 7.08], [0.09, 2.99, 4.80], [-1.20, 2.16, 3.63], [1.34, 1.47, 2.28], [1.74, 3.15, 3.11], [0.24, 3.02, 1.90], [-1.33, -2.89, 4.79], [-0.48, -1.54, 3.73], [-1.43, -4.93, 3.20], [-3.07, -4.14, 3.88], [-2.64, -5.61, 1.15], [-4.27, -5.18, 2.02], [-3.41, -3.89, 0.87], [-4.28, 4.94, 4.10], [-5.49, 6.10, 3.53], [-3.80, 3.85, 2.79], [-2.87, 5.78, 4.76], [-4.73, 4.34, 4.90], [4.61, 5.05, 2.20], [3.04, 5.19, 1.39], [4.39, 4.58, 3.89], [5.64, 3.89, 1.36], [5.09, 6.03, 2.18], [-0.97, -5.31, -1.95], [-1.79, -3.74, -2.03], [-0.12, -5.49, -0.41], [-2.13, -6.63, -2.18], [-0.23, -5.36, -2.76], [-0.27, -6.02, -6.06], [-1.09, -4.45, -6.14], [0.58, -6.20, -4.52], [-1.43, -7.34, -6.29], [0.47, -6.07, -6.87], [5.72, 4.89, -2.26], [4.51, 6.06, -2.83], [6.20, 3.80, -3.57], [7.13, 5.73, -1.60], [5.27, 4.29, -1.47], [4.02, -4.74, -6.79], [3.64, -4.64, -5.06], [5.66, -5.38, -7.03], [2.83, -5.75, -7.62], [3.98, -3.73, -7.21], [-0.15, -7.37, 5.34], [-0.63, -5.77, 5.91], [-1.29, -8.60, 5.91], [-0.03, -7.40, 3.58], [0.84, -7.60, 5.76], [2.14, 6.22, -5.73], [2.57, 5.37, -7.22], [2.41, 7.96, -5.90], [0.46, 5.89, -5.29], [2.79, 5.85, -4.93], [-0.53, 8.91, -8.75], [-0.10, 8.06, -10.24], [-0.27, 10.65, -8.92], [-2.22, 8.58, -8.31], [0.11, 8.54, -7.94], [1.08, -11.97, 5.43], [1.63, -12.14, 7.11], [-0.60, -12.50, 5.27], [1.26, -10.29, 4.89], [1.70, -12.61, 4.80], [5.24, -1.55, -9.78], [4.63, -0.16, -8.86], [6.94, -1.85, -9.40], [4.26, -2.99, -9.44], [5.16, -1.32, -10.84], [-8.84, -4.57, 0.47], [-8.74, -4.03, 2.15], [-7.31, -4.27, -0.37], [-9.26, -6.29, 0.40], [-9.62, -4.00, -0.03], [-1.97, 14.17, -8.12], [-1.27, 15.26, -6.92], [-3.36, 13.31, -7.45], [-2.43, 15.06, -9.58], [-1.21, 13.43, -8.40], [3.11, -2.61, -1.47], [1.42, -3.03, -1.82], [3.29, -2.11, 0.22], [4.17, -3.98, -1.84], [3.39, -1.77, -2.11], [7.28, 6.18, 6.70], [6.80, 7.78, 7.27], [6.13, 4.95, 7.26], [7.40, 6.15, 4.93], [8.26, 5.95, 7.11]], "mulliken_charge": [-0.2435, -0.1644, 0.2159, -0.1851, 0.4179, -0.1625, -0.3355, 0.6678, -0.4710, -0.5344, 0.0797, -0.5633, 0.3208, -0.3388, -0.3793, 0.4243, -0.8898, 0.3039, -0.0985, 0.3007, 0.3837, 0.3303, 0.1820, 0.0326, 0.2196, -0.0264, 0.2925, 0.1384, 0.2997, -0.1525, 0.2803, 0.2303, 0.2430, 0.2157, 0.1654, -0.1100, -0.1250, -0.1125, 0.1732, 0.0036, -0.1118, -0.0972, -0.1270, 0.3358, 0.5745, -0.1381, -0.0413, -0.1226, -0.2998, 0.4648, -0.1192, -0.0889, -0.1170, -0.1102, 0.2512, -0.1339, -0.1314, -0.1132, 0.1072, 0.2038, -0.0629, -0.1050, -0.1644, 0.1057, -0.1458, -0.1260, -0.0789, -0.0713, 0.4058, 0.4762, -0.1140, -0.1247, -0.1203, -0.1058, 0.4427, -0.1217, -0.1104, -0.1268, -0.0757, 0.0024, -0.1195, -0.1144, -0.0889, 0.3273, -0.0105, -0.1122, -0.1093, -0.0867, 0.3365, 0.0349, -0.1598, -0.0996, -0.1027, 0.3218, 0.3522, -0.1236, -0.1171, -0.1186, 0.0073, -0.0251, -0.0359, -0.1335, -0.1399, 0.3261, 0.0143, -0.1137, -0.1196, -0.0994, 0.3160]}

{"formula": "C25H32BF6N8O9S4Yb", "method": "wB97M-V/def2-TZVPD", "lumo_energy_ev": [0.2321, 0.2319], "multiplicity": 2, "gap_ev": [9.4655, 9.4649], "homo_energy_ev": [-9.23, -9.23], "e_tot_ev": -148649.5942, "fmax_ev_per_a": 3.65, "symbols": ["Yb", "C", "C", "N", "N", "C", "B", "N", "C", "C", "C", "N", "N", "C", "C", "C", "N", "H", "H", "H", "H", "H", "H", "H", "H", "H", "H", "F", "C", "F", "F", "S", "O", "O", "N", "S", "O", "O", "C", "F", "F", "F", "C", "C", "S", "O", "C", "C", "H", "H", "H", "H", "H", "H", "H", "H", "H", "H", "C", "C", "C", "C", "C", "C", "C", "S", "O", "O", "N", "C", "C", "C", "O", "O", "H", "H", "H", "H", "H", "H", "H", "H", "H", "H", "H", "H"], "coordinates": [[12.53, 11.40, 10.61], [8.60, 10.89, 12.82], [9.34, 11.11, 11.67], [10.60, 11.41, 11.95], [10.73, 11.42, 13.30], [9.56, 11.13, 13.85], [12.01, 11.90, 14.05], [12.56, 13.23, 13.49], [13.08, 14.22, 14.16], [13.54, 15.18, 13.21], [13.30, 14.56, 11.98], [12.74, 13.36, 12.18], [13.02, 10.78, 13.82], [13.54, 9.96, 14.81], [14.19, 8.95, 14.16], [14.06, 9.23, 12.78], [13.33, 10.30, 12.59], [7.53, 10.69, 12.77], [8.92, 10.92, 10.72], [9.59, 11.04, 14.94], [11.77, 12.05, 15.23], [13.15, 14.34, 15.20], [14.05, 16.08, 13.45], [13.60, 14.87, 10.99], [13.42, 10.19, 15.84], [14.60, 8.03, 14.56], [14.47, 8.68, 11.96], [11.14, 15.61, 8.36], [12.44, 15.50, 8.00], [12.58, 16.03, 6.81], [13.15, 16.17, 8.91], [12.97, 13.75, 7.93], [12.74, 13.34, 9.32], [14.36, 13.73, 7.52], [12.12, 13.04, 6.85], [11.23, 11.75, 7.18], [11.18, 11.43, 8.63], [10.00, 11.68, 6.50], [12.33, 10.59, 6.30], [11.90, 9.36, 6.56], [12.32, 10.82, 5.01], [13.56, 10.61, 6.78], [17.84, 11.30, 9.63], [17.23, 12.66, 9.42], [15.78, 12.92, 10.49], [14.89, 11.70, 10.36], [16.46, 12.87, 12.18], [17.51, 13.91, 12.49], [18.79, 11.14, 9.15], [17.22, 10.52, 9.35], [18.13, 11.16, 10.66], [16.69, 12.73, 8.47], [17.99, 13.50, 9.48], [16.86, 11.84, 12.37], [15.49, 12.92, 12.77], [18.45, 13.85, 11.91], [17.82, 13.78, 13.51], [17.08, 14.89, 12.36], [5.40, 7.22, 13.62], [6.44, 6.76, 12.57], [7.26, 5.68, 12.74], [8.14, 5.28, 11.74], [8.12, 5.93, 10.52], [7.27, 6.99, 10.30], [6.51, 7.43, 11.39], [9.17, 5.43, 9.17], [9.16, 6.50, 8.21], [8.80, 4.14, 8.60], [10.63, 5.31, 9.94], [11.18, 6.53, 10.44], [12.15, 7.32, 9.48], [12.32, 8.79, 9.89], [13.32, 9.46, 9.47], [11.37, 9.32, 10.53], [5.85, 7.43, 14.60], [4.71, 6.38, 13.81], [4.82, 8.08, 13.23], [7.16, 5.12, 13.67], [8.79, 4.41, 11.81], [7.23, 7.38, 9.34], [5.90, 8.32, 11.26], [11.18, 4.64, 9.49], [11.59, 6.39, 11.43], [10.27, 7.19, 10.64], [11.67, 7.39, 8.49], [13.05, 6.76, 9.25]], "mulliken_charge": [1.4200, -1.1123, -0.2018, 0.2746, -0.1594, -0.3523, 0.0949, -0.3362, -0.1899, -1.2205, -0.4626, 0.5460, -0.1038, -0.2673, -1.3480, -0.5950, 0.9150, 0.4557, 0.5728, 0.4274, -0.1564, 0.4991, 0.4764, 0.5857, 0.4789, 0.3975, 0.6617, -0.2290, 0.4690, -0.1839, -0.1885, 1.3556, -0.5632, -0.7828, -0.6367, 1.0196, -0.6055, -0.6752, 0.7370, -0.2206, -0.2170, -0.1870, -1.1759, -0.4740, 0.4503, -0.5677, 0.0266, -1.3502, 0.4414, 0.2636, 0.2813, 0.3406, 0.3798, 0.4093, -0.1165, 0.2883, 0.4106, 0.3382, -1.4050, 0.8483, -0.6815, -0.3737, -0.0932, -0.6912, -0.5009, 1.4886, -0.6539, -0.7777, -0.2523, -0.4203, -0.6324, 0.8822, -0.6043, -0.6182, 0.3323, 0.3756, 0.3266, 0.3823, 0.4740, 0.6370, 0.2988, 0.2924, 0.4160, -0.0716, 0.1934, 0.4914]}